76
Properties=species:S:1:pos:R:3:mulliken_charge:R:1 method="wB97M-V/def2-TZVPD" e_above_lowest_kcal_mol=23.26 spin_multiplicity=2 e_tot_ha=-7005.6841 s_squared=0.758 homo_lumo_gap_ev="5.809 / 5.810"
Ti -0.96602 0.38602 -0.47949 0.801
S 1.11264 4.73149 -1.78925 -0.661
Sb -0.98276 4.54415 -0.89013 0.451
S -0.22087 2.15660 0.57668 -0.677
S -2.50224 4.00983 -2.54511 -0.809
C 2.37760 -2.93215 0.45055 -0.929
N 2.89254 -1.61080 0.77772 0.315
C 4.09353 -1.63389 1.59301 -1.052
P 1.85826 -0.32659 0.75013 -1.031
O 1.09103 -0.39525 -0.53231 1.029
O 0.91747 -0.59435 2.04904 0.153
P -0.64867 -0.54452 2.51343 0.064
O -1.58863 -0.59179 1.35731 -1.018
N -0.88568 0.68567 3.54420 0.796
C 0.16924 1.21285 4.39443 -0.980
C -2.00518 1.61232 3.34895 -1.006
N -0.76584 -1.93227 3.38563 0.168
C -0.54808 -2.01427 4.81713 -1.011
C -0.58553 -3.18889 2.67236 -0.923
N 2.78039 0.98566 1.00047 0.641
C 2.85616 1.68731 2.27172 -0.885
C 3.09789 1.84229 -0.15455 -1.071
H 3.08490 -3.45504 -0.19806 0.349
H 1.42588 -2.84812 -0.07199 0.110
H 2.23157 -3.53676 1.35170 0.258
H 4.85825 -2.22892 1.08931 0.353
H 3.90967 -2.08160 2.57748 0.263
H 4.47595 -0.62570 1.72543 0.273
H 0.97530 0.48969 4.50970 0.317
H -0.23834 1.42907 5.38483 0.417
H 0.57435 2.13435 3.97116 0.170
H -2.72112 1.19245 2.64820 0.136
H -1.64714 2.55538 2.93502 0.381
H -2.49201 1.77709 4.31284 0.341
H -0.86162 -1.09344 5.30115 0.305
H 0.50174 -2.21265 5.06596 0.279
H -1.14981 -2.83114 5.22008 0.346
H -1.30982 -3.92137 3.03467 0.398
H 0.42081 -3.59303 2.82399 0.245
H -0.75526 -3.04246 1.60585 0.181
H 2.71296 0.99768 3.10145 0.238
H 2.10547 2.48038 2.31543 0.157
H 3.84981 2.12984 2.36342 0.440
H 3.08464 1.25482 -1.07113 0.274
H 4.10449 2.23889 -0.01384 0.371
H 2.38595 2.66793 -0.24599 0.325
C 1.23238 -1.70740 -3.56820 -0.597
N -0.01186 -2.43847 -3.29443 0.022
C -0.79996 -2.85481 -4.45379 -0.865
C -0.62850 -2.17892 -2.16493 0.530
N -1.14616 -1.93496 -1.15550 -0.341
H 1.92140 -2.37313 -4.08647 0.407
H 1.66725 -1.37468 -2.62901 0.008
H 1.02801 -0.83422 -4.19325 0.205
H -0.17340 -3.48514 -5.08300 0.305
H -1.13910 -1.99035 -5.02830 0.263
H -1.66366 -3.42602 -4.12358 0.350
N -4.76328 2.27355 -1.00100 -0.308
C -4.10536 1.20837 -0.54571 0.137
N -4.79566 0.16550 -0.01012 -0.379
O -2.86530 1.17932 -0.59449 0.482
H -5.76406 2.29561 -1.06844 0.189
H -4.17992 3.00501 -1.44948 -0.097
H -5.78539 0.20199 0.14445 0.170
H -4.25088 -0.55980 0.42399 0.184
Br -3.10830 -0.23989 -3.47131 -0.096
C -1.49730 0.73684 -3.71294 -0.467
C -1.19396 1.14798 -4.99541 -0.450
C -0.06866 1.93929 -5.17367 -0.737
C 0.69518 2.27838 -4.07370 -0.818
C 0.32500 1.78712 -2.83654 -1.249
N -0.75822 1.01328 -2.64546 1.411
H -1.85108 0.89566 -5.81393 0.514
H 0.18210 2.30700 -6.15987 0.429
H 1.54249 2.94511 -4.13672 0.476
H 0.88235 2.05098 -1.94781 1.026

=====

62
Properties=species:S:1:pos:R:3:mulliken_charge:R:1 method="wB97M-V/def2-TZVPD" e_above_lowest_kcal_mol=589.56 e_tot_ha=-1196.2253 homo_lumo_gap_ev=8.601
C 2.05075 2.08325 1.06227 -1.399
C 0.85928 1.76550 1.90240 1.470
O -0.19300 2.45046 1.83154 -0.624
C 1.04780 0.64701 2.93113 -1.313
H 2.14859 1.33511 0.27562 0.385
H 2.90722 1.99864 1.73115 0.412
H 1.99902 3.08774 0.64225 0.475
H 0.11462 0.45068 3.45906 0.446
H 1.77232 0.96480 3.68092 0.435
H 1.37961 -0.29206 2.48822 0.242
C -0.56658 -1.32954 -2.74906 -0.949
C -1.62517 -1.93725 -1.85340 0.723
O -2.30892 -2.86905 -2.27395 -0.657
C -1.73468 -1.34182 -0.47642 -0.497
H -0.68357 -1.58618 -3.80195 0.575
H 0.37243 -1.82290 -2.49817 0.135
H -0.51779 -0.24619 -2.63918 0.958
H -2.31060 -0.41744 -0.52055 0.338
H -0.72392 -1.07066 -0.17150 -0.684
H -2.21606 -2.09005 0.15328 0.468
C 3.29824 -0.99824 2.25789 -1.095
C 2.55991 -1.02697 0.92550 -0.029
O 2.09990 -0.00583 0.42609 -0.345
C 2.46173 -2.33692 0.21076 -1.570
H 3.21027 0.01343 2.65397 0.285
H 4.30548 -1.39211 2.12213 0.501
H 2.88274 -1.61753 3.05283 0.201
H 1.79957 -2.20022 -0.64419 0.953
H 1.95981 -3.04618 0.86889 0.401
H 3.45803 -2.64497 -0.10638 0.546
C -0.94673 -2.72160 2.82563 -1.857
C 0.12906 -2.04623 1.92749 0.930
O 0.96088 -1.21530 2.38223 -0.191
C 0.12779 -2.42137 0.42559 -0.342
H -1.95493 -2.44927 2.51340 0.368
H -0.80305 -2.40652 3.85916 0.420
H -0.86834 -3.80753 2.77376 0.392
H 0.80415 -3.26115 0.26625 0.142
H 0.62673 -1.59541 -0.08131 -1.883
H -0.86715 -2.58058 0.00982 0.529
C -2.79450 3.49231 -3.32262 -1.059
C -1.66991 2.55915 -3.64826 0.624
O -1.48443 2.14767 -4.79208 -0.621
C -0.74057 2.12897 -2.55868 0.270
H -2.52080 4.54535 -3.38819 0.294
H -3.16797 3.18584 -2.34553 0.188
H -3.50089 3.39446 -4.14696 0.369
H -0.03769 2.93004 -2.32987 0.643
H -0.13422 1.23494 -2.70412 0.844
H -1.28959 2.01327 -1.62418 -0.338
C 0.22616 0.35437 -0.82849 -3.244
O 1.01230 -0.81316 -0.81795 -0.301
H -0.52292 0.39050 -1.61950 -0.764
H -0.27222 0.51284 0.12786 -0.255
H 0.84899 1.23933 -0.95895 0.914
H 1.50439 -0.83689 0.00599 2.043
C -1.80359 1.89010 0.72348 -0.996
O -2.51469 1.77209 -0.49394 -0.642
H -2.16422 1.29096 1.55959 0.427
H -0.75335 1.65499 0.55079 1.397
H -1.80216 2.92500 1.06564 0.582
H -3.43359 1.96831 -0.29720 0.332

=====

62
Properties=species:S:1:pos:R:3:mulliken_charge:R:1 method="wB97M-V/def2-TZVPD" e_tot_ha=-3784.1212 homo_lumo_gap_ev=2.965
N 4.62099 -1.17354 -4.37299 -0.572
C 4.45753 -0.94670 -2.91858 -0.687
C 2.96933 -1.08216 -2.37863 -0.212
C 2.15844 -2.32550 -2.95334 -0.312
C 1.22375 -3.06063 -1.90300 -0.493
C 0.35939 -2.10164 -0.97294 -0.734
Nb -1.79906 -1.78905 -1.62739 -0.665
Br -1.18078 -1.19965 -4.11386 -0.412
C -3.98748 -1.31408 -2.02992 -0.856
C -4.68907 -2.27527 -3.09282 -0.072
C -5.90685 -1.43856 -3.74879 -1.010
I -7.12289 -0.37323 -2.28710 -0.005
H 3.76219 -1.00712 -4.89682 0.256
H 5.03050 -2.08599 -4.56997 0.264
H 4.78664 0.13035 -2.71514 0.269
H 5.15988 -1.58445 -2.28757 0.293
H 2.98910 -1.17044 -1.24097 0.144
H 2.35751 -0.15161 -2.63621 0.248
H 1.62100 -2.05266 -3.92077 0.180
H 2.94286 -3.09585 -3.27503 0.259
H 1.86557 -3.72294 -1.24405 0.293
H 0.53649 -3.76869 -2.47463 0.279
H 0.30500 -2.60917 0.05405 0.392
H 0.80336 -1.07765 -0.78594 0.231
H -1.61388 -0.01518 -1.13099 0.066
H -2.31483 -2.25874 0.06986 -0.001
H -1.98274 -3.52129 -2.14351 0.007
H -4.07369 -0.23486 -2.35421 0.455
H -4.55594 -1.41947 -1.04580 0.497
H -5.17902 -3.11147 -2.50287 0.257
H -3.98421 -2.64487 -3.89603 0.260
H -6.60884 -2.13694 -4.30100 0.447
H -5.54393 -0.66449 -4.48796 0.375
C 2.10257 1.72460 4.29739 -1.615
C 1.68298 1.56305 2.81200 1.672
C 1.70344 2.92660 2.08311 -1.355
C 0.52304 3.82382 2.42119 -0.467
C -0.78588 3.08336 2.16997 -1.201
C -0.86580 1.74346 2.92785 1.703
N 0.35092 0.89044 2.72756 0.411
O 0.25527 0.35145 1.54139 -0.233
C -1.08881 2.03829 4.42982 -2.002
C -2.16660 1.01680 2.50722 -1.681
C 2.83278 0.71702 2.20967 -1.789
H 2.71449 0.88301 4.63209 0.433
H 2.68708 2.63466 4.44897 0.320
H 1.27712 1.75576 5.00160 0.371
H 1.70656 2.76290 0.99864 0.353
H 2.63636 3.45495 2.30467 0.444
H 0.59013 4.16547 3.45839 0.284
H 0.55758 4.72246 1.79918 0.399
H -1.62286 3.72550 2.45739 0.410
H -0.89056 2.91068 1.09285 0.375
H -0.99520 1.12930 5.03078 0.414
H -2.08901 2.43688 4.60678 0.448
H -0.40840 2.79166 4.83070 0.425
H -2.22677 0.85500 1.42851 0.314
H -3.04394 1.60817 2.77730 0.429
H -2.25475 0.04820 3.00645 0.443
H 2.84722 -0.29101 2.63248 0.499
H 3.79782 1.18187 2.42812 0.411
H 2.76688 0.62918 1.12281 0.344